1.
Computed, not measured: a structure of composition C41H39N7O2S3V, with ωB97M-V/def2-TZVPD.

The value obtained for the HOMO-LUMO gap (alpha / beta) is 7.45 / 7.42 eV. As for the charge: +1. As for the energy relative to the best compared isomer or geometry (same formula, charge and spin): 24.6 kcal per mole. As for the expectation value of S²: 2.01. The calculated total energy comes out at -115865.8483 eV. Its LUMO energy (alpha / beta) is -2.864 / -2.924 eV. Its spin multiplicity is 3.

```
93
Properties=species:S:1:pos:R:3:forces:R:3
V -1.4840 -0.1101 0.2698 0.2 -0.1 0.3
C -3.7504 2.4291 -0.6628 0.0 0.0 0.0
C -3.5619 1.2225 -1.5336 -0.1 0.0 0.0
N -4.1634 0.1348 -1.2405 0.0 0.0 0.1
N -4.1376 -0.8775 -2.1672 0.0 0.0 0.0
C -3.3507 -1.8679 -2.0284 0.0 0.0 0.0
S -2.0588 -2.1078 -0.8585 0.0 0.0 -0.1
S -3.7281 -3.2074 -3.1252 0.0 0.0 0.0
C -2.1623 -4.0960 -3.2801 0.0 0.0 0.0
C -0.9972 -3.3279 -3.8568 0.0 0.0 0.0
C 0.2932 -3.6894 -3.4802 0.0 0.0 0.0
C 1.3968 -3.0739 -4.0524 0.0 0.0 0.0
C 1.2241 -2.0726 -4.9983 0.0 0.0 0.0
C -0.0601 -1.6995 -5.3676 0.0 0.0 0.0
C -1.1635 -2.3203 -4.8002 0.0 0.0 0.0
C -2.6416 1.3486 -2.6873 0.1 0.0 0.0
C -3.0413 1.6125 -3.9888 0.0 0.0 0.0
C -2.0923 1.7524 -4.9908 0.0 0.0 0.0
C -0.7440 1.6286 -4.6832 0.0 0.0 0.0
C -0.3355 1.3500 -3.3885 0.0 0.0 0.0
C -1.2893 1.2004 -2.3872 0.1 0.0 0.0
O -0.8968 0.9556 -1.1125 -0.2 0.0 -0.1
H -4.3544 2.1971 0.2109 0.0 0.0 0.0
H -4.2422 3.2131 -1.2431 0.0 0.0 0.0
H -2.7839 2.8274 -0.3466 0.0 0.0 0.0
H -2.4298 -4.9177 -3.9503 0.0 0.0 0.0
H -1.8894 -4.5405 -2.3248 0.0 0.0 0.0
H 0.4333 -4.4713 -2.7422 0.0 0.0 0.0
H 2.3935 -3.3957 -3.7758 0.0 0.0 0.0
H 2.0834 -1.5993 -5.4564 0.0 0.0 0.0
H -0.2081 -0.9251 -6.1082 0.0 0.0 0.0
H -2.1620 -2.0189 -5.0913 0.0 0.0 0.0
H -4.0960 1.7064 -4.2151 0.0 0.0 0.0
H -2.4040 1.9649 -6.0044 0.0 0.0 0.0
H 0.0013 1.7471 -5.4595 0.0 0.0 0.0
H 0.7146 1.2474 -3.1445 0.0 0.0 0.0
C 2.4159 -1.4798 -1.0131 0.0 0.0 0.0
C 3.2025 -1.6099 0.1183 0.0 0.0 0.0
C 2.6134 -1.4369 1.3593 0.0 0.0 0.0
C 1.2678 -1.1096 1.4345 0.1 0.0 0.0
N 0.5155 -0.9527 0.3367 0.0 0.0 -0.1
C 1.0809 -1.1583 -0.8616 0.0 0.0 0.0
C 0.5946 -0.9885 2.7477 0.0 0.0 0.1
C 1.2655 -0.4893 3.8584 0.0 0.0 0.0
C 0.6121 -0.4760 5.0777 0.0 0.0 0.0
C -0.6756 -0.9833 5.1461 0.0 0.0 0.0
C -1.2636 -1.4446 3.9796 -0.1 0.0 0.0
N -0.6631 -1.4307 2.7922 0.0 0.0 0.0
H 2.8097 -1.6288 -2.0074 0.0 0.0 0.0
H 4.2502 -1.8677 0.0401 0.0 0.0 0.0
H 3.1775 -1.5864 2.2683 0.0 0.0 0.0
H 0.4338 -1.0614 -1.7218 0.0 0.0 0.0
H 2.2711 -0.1042 3.7619 0.0 0.0 0.0
H 1.1020 -0.0872 5.9604 0.0 0.0 0.0
H -1.2182 -1.0228 6.0801 0.0 0.0 0.0
H -2.2662 -1.8539 4.0103 0.0 0.0 0.0
O -2.9707 0.1015 1.6092 -0.1 0.1 -0.2
S -4.0953 -0.5994 2.3893 0.0 -0.2 0.0
C -5.6628 -0.1825 1.5810 0.0 0.1 0.0
C -6.3557 -1.5014 1.2512 0.0 0.0 0.0
C -5.2477 -2.4527 0.8120 0.0 0.0 -0.1
C -4.1578 -2.3358 1.8696 -0.1 0.0 0.1
H -5.3656 0.3318 0.6676 0.0 0.0 0.0
H -6.2197 0.4781 2.2429 0.0 0.0 0.0
H -7.0951 -1.3418 0.4672 0.0 0.0 0.0
H -6.8776 -1.8961 2.1260 0.0 0.0 0.0
H -4.8514 -2.1465 -0.1556 -0.1 0.0 0.1
H -5.5931 -3.4820 0.7234 0.0 0.0 0.0
H -3.1545 -2.6034 1.5352 -0.1 0.0 0.0
H -4.4067 -2.8965 2.7742 0.0 0.0 0.0
C -0.3418 2.8664 3.4959 0.0 0.0 0.0
C -1.0062 1.9198 2.7367 0.0 0.0 0.0
N -0.5865 1.5483 1.5237 0.0 0.0 0.0
C 0.5101 2.1360 1.0317 0.0 0.0 0.0
C 1.2398 3.0996 1.7135 0.0 0.0 0.0
C 0.8000 3.4562 2.9868 0.0 0.0 0.0
C 2.4533 3.6694 1.0942 0.0 0.0 0.0
C 2.8236 4.9460 1.1347 0.0 0.0 0.0
C 2.0388 6.0580 1.7185 0.0 0.0 0.0
C 0.7145 6.2902 1.3688 0.0 0.0 0.0
C 0.0901 7.3680 1.9706 0.0 0.0 0.0
N 0.7107 8.1530 2.8468 0.0 0.0 0.0
C 1.9797 7.8528 3.0979 0.0 0.0 0.0
N 2.6809 6.8511 2.5776 0.0 0.0 0.0
H -0.7158 3.1262 4.4763 0.0 0.0 0.0
H -1.8964 1.4298 3.1008 0.0 0.0 0.0
H 0.7979 1.8303 0.0337 0.0 0.0 0.0
H 1.3549 4.1813 3.5686 0.0 0.0 0.0
H 3.0977 2.9637 0.5803 0.0 0.0 0.0
H 3.7803 5.2313 0.7128 0.0 0.0 0.0
H 0.2031 5.6645 0.6504 0.0 0.0 0.0
H -0.9412 7.6150 1.7441 0.0 0.0 0.0
H 2.5015 8.4926 3.8001 0.0 0.0 0.0
```
Forces are in eV/Å.



2.
Computed, not measured: a structure of composition C41H40GdN5OS2, with ωB97M-V/def2-TZVPD.

The value obtained for the HOMO-LUMO gap (alpha / beta) is 5.67 / 5.65 eV. As for the charge: +2. As for the energy relative to the best compared isomer or geometry (same formula, charge and spin): 7.5 kcal per mole. As for the expectation value of S²: 16.11. The calculated total energy comes out at -95157.7009 eV. Its LUMO energy (alpha / beta) is -6.863 / -6.858 eV. Its spin multiplicity is 8.

```
90
Properties=species:S:1:pos:R:3:forces:R:3
Gd -0.0166 0.9587 -1.1137 1.0 0.2 0.2
C 6.2838 1.1341 2.2921 0.0 0.0 0.0
C 6.6392 0.7836 0.8721 -0.1 0.1 0.0
C 7.9608 0.7279 0.4458 0.1 0.0 -0.1
C 8.2903 0.4013 -0.8626 0.0 0.0 0.1
C 7.2921 0.0970 -1.7756 0.0 0.0 0.0
C 5.9657 0.1278 -1.3745 0.0 -0.1 0.1
C 5.6483 0.4918 -0.0679 0.0 0.0 0.0
N 4.2842 0.5205 0.3709 0.1 -0.6 0.3
C 3.2170 0.9460 -0.3206 1.1 1.8 -1.4
N 3.5360 1.8875 -1.2928 0.6 -1.5 2.3
C 2.8468 2.4619 -2.3234 -0.9 0.6 -1.2
C 1.4632 2.1990 -2.5886 1.5 0.3 0.3
C 0.9570 2.8115 -3.7166 -0.1 0.7 -1.0
C 1.7319 3.6395 -4.5448 -0.1 -0.2 0.3
C 3.0678 3.9107 -4.2336 -0.9 0.0 -0.3
C 3.6560 3.3499 -3.1297 -0.9 -1.0 0.9
C 5.0908 3.6370 -2.7881 0.0 -0.1 0.1
N 1.9917 0.5884 -0.0432 -0.5 -0.5 0.1
C 1.8068 -0.5571 0.8265 0.2 0.3 -0.1
C 2.2718 -1.8083 0.4183 -0.2 0.0 -0.1
C 2.0691 -2.9175 1.2170 0.0 0.0 0.0
C 1.3963 -2.7774 2.4254 0.0 -0.1 0.0
C 0.9342 -1.5344 2.8227 -0.1 0.0 0.0
C 1.1302 -0.4001 2.0374 0.0 0.0 0.0
C 0.6517 0.9468 2.5074 0.2 -0.1 0.1
H 7.1677 1.4510 2.8408 0.0 0.0 0.0
H 5.8643 0.2751 2.8254 0.0 0.0 0.0
H 5.5512 1.9429 2.3341 0.0 0.0 0.0
H 8.7473 0.9512 1.1560 0.0 0.0 0.0
H 9.3288 0.3670 -1.1635 0.0 0.0 0.0
H 7.5436 -0.1902 -2.7881 0.0 0.0 0.0
H 5.1846 -0.1703 -2.0656 0.0 0.1 0.0
H 4.0694 0.0036 1.2134 0.1 0.0 -0.1
H 4.5177 2.1368 -1.2627 -0.2 -0.1 0.1
H -0.0776 2.6610 -4.0037 -0.1 0.0 -0.1
H 1.2879 4.0878 -5.4248 0.0 0.0 0.1
H 3.6454 4.5703 -4.8674 0.0 0.0 0.0
H 5.5075 4.3501 -3.4945 0.0 0.0 0.0
H 5.7099 2.7342 -2.8351 0.0 0.1 0.0
H 5.1925 4.0701 -1.7881 0.0 0.0 0.0
H 2.7748 -1.9081 -0.5382 0.0 0.0 0.1
H 2.4224 -3.8873 0.8930 0.0 0.0 0.0
H 1.2298 -3.6418 3.0551 0.0 0.0 0.0
H 0.4019 -1.4312 3.7613 0.0 0.0 0.0
H -0.0320 0.8428 3.3470 0.0 0.0 0.0
H 0.1023 1.4729 1.7291 0.0 0.2 0.0
H 1.4889 1.5780 2.8172 -0.1 0.0 -0.1
S -2.3936 1.4337 0.4167 -0.6 -0.8 -0.1
C -3.2527 -0.0513 0.5668 -1.0 2.4 1.8
N -4.2764 -0.1296 1.4353 1.2 -0.2 -1.1
C -5.0038 -1.3888 1.5437 -0.2 -0.3 0.0
C -5.2010 -1.9569 0.1627 -0.3 0.1 0.2
N -3.8950 -2.1349 -0.4567 1.0 1.3 0.3
C -3.7665 -3.2793 -1.3708 0.1 -0.2 -0.3
C -4.7618 -3.1720 -2.4987 -0.1 0.1 0.0
C -5.8530 -4.0267 -2.5765 0.0 -0.1 0.1
C -6.7721 -3.9005 -3.6115 0.0 0.0 0.0
C -6.6042 -2.9144 -4.5718 0.0 0.0 0.0
C -5.5118 -2.0572 -4.5009 0.0 0.0 0.0
C -4.5963 -2.1889 -3.4699 0.0 0.1 0.0
C -2.9319 -1.2190 -0.2397 0.4 -2.9 -1.5
S -1.3339 -1.5171 -0.8103 -0.9 0.0 0.3
C -4.6256 0.9440 2.3808 0.0 0.3 0.3
C -3.8536 0.8413 3.6774 0.1 -0.1 0.0
C -2.8282 1.7373 3.9575 0.0 0.0 0.0
C -2.1137 1.6386 5.1451 0.0 0.0 0.0
C -2.4136 0.6371 6.0574 0.0 0.0 0.0
C -3.4410 -0.2583 5.7866 0.0 0.0 0.0
C -4.1603 -0.1508 4.6060 0.0 -0.1 0.0
H -5.9666 -1.1924 2.0094 0.0 0.0 0.0
H -4.4540 -2.0948 2.1736 0.0 0.1 0.1
H -5.8301 -1.3000 -0.4443 0.0 -0.1 -0.1
H -5.6885 -2.9285 0.2181 0.0 0.0 0.0
H -3.9290 -4.1980 -0.8034 0.0 0.1 0.1
H -2.7507 -3.2944 -1.7510 0.0 0.0 0.0
H -5.9843 -4.8049 -1.8314 0.0 0.0 0.0
H -7.6171 -4.5746 -3.6664 0.0 0.0 0.0
H -7.3183 -2.8165 -5.3791 0.0 0.0 0.0
H -5.3739 -1.2935 -5.2558 0.0 0.0 0.0
H -3.7358 -1.5284 -3.4193 0.0 0.0 0.0
H -5.6959 0.8610 2.5682 0.0 -0.1 -0.1
H -4.4415 1.9034 1.9064 0.0 0.0 -0.1
H -2.5989 2.5237 3.2476 0.0 0.0 0.0
H -1.3323 2.3556 5.3663 0.0 0.0 0.0
H -1.8649 0.5669 6.9881 0.0 0.0 0.0
H -3.6951 -1.0273 6.5046 0.0 0.0 0.0
H -4.9803 -0.8364 4.4191 0.0 0.0 0.0
O -2.8779 1.7365 -3.3995 -0.2 -0.2 -0.1
C -2.0694 1.1642 -2.8809 -0.1 0.4 -0.3
```
Forces are in eV/Å.



> Look up the calculated total energy of the second one.

-95157.7009 eV



> Which formula does entry 1 have?

C41H39N7O2S3V



> Which of these has the lowest spin multiplicity?

C41H39N7O2S3V